Formula: C4H12N3
Source: OMol25
Level of theory: ωB97M-V with the def2-TZVPD basis set

## Properties
Net charge: +1
HOMO level in eV: -14.219
LUMO energy in eV: -3.188
Orbital gap in eV: 11.03

Each line ends with the Mulliken charge.
CARTESIAN COORDINATES (ANGSTROEM)
C: 1.29422 0.36236 -0.95517  0.12
C: 1.76307 0.37351 -2.35414  -1.05
C: -1.45627 -1.63109 1.09524  -1.19
C: -0.51779 -0.46721 0.98621  0.23
N: -0.41241 -0.08451 -0.46915  -0.53
N: -1.01315 0.78016 1.59958  -0.41
N: 0.19752 1.21234 -0.41516  -0.18
H: 1.85536 -0.08100 -0.23744  0.41
H: 0.98525 0.25869 -3.22695  0.33
H: 2.54054 -0.38554 -2.34802  0.33
H: 2.47160 1.28630 -2.33872  0.33
H: -2.47381 -1.40292 1.12497  0.37
H: -1.17240 -2.45583 0.30918  0.30
H: -1.28282 -2.12222 2.13555  0.34
H: 0.56464 -0.67761 1.39833  0.32
H: -1.94871 0.85999 1.28332  0.29
H: -0.99799 0.81242 2.54802  0.23
H: -0.18526 1.51304 0.88181  0.52
H: -0.21159 1.84913 -1.01748  0.22


Formula: C4H6N2
Source: OMol25
Level of theory: ωB97M-V with the def2-TZVPD basis set

## Properties
Net charge: 0
HOMO level in eV: -8.652
LUMO energy in eV: 0.979
Orbital gap in eV: 9.63

Each line ends with the Mulliken charge.
CARTESIAN COORDINATES (ANGSTROEM)
C: 0.03066 0.47539 1.70276  -1.04
C: -0.00550 0.08901 0.26312  0.38
C: -0.24099 -1.08915 -0.36159  -0.47
N: -0.13418 -0.84687 -1.72622  0.03
C: 0.13400 0.44691 -2.03224  -0.57
N: 0.17574 0.97244 -0.77831  -0.04
H: -0.20423 -0.38637 2.33144  0.27
H: -0.69684 1.26392 1.92598  0.29
H: 1.01901 0.84717 1.99803  0.28
H: -0.48645 -2.05555 0.04818  0.39
H: -0.25160 -1.54371 -2.44122  0.17
H: 0.66478 1.85884 -0.88932  0.32


Formula: C3H4N2O2
Source: OMol25
Level of theory: ωB97M-V with the def2-TZVPD basis set

## Properties
SMILES: Cn1ncoc1=O
Net charge: 0
HOMO level in eV: -9.375
LUMO energy in eV: 0.872
Orbital gap in eV: 10.25

Each line ends with the Mulliken charge.
CARTESIAN COORDINATES (ANGSTROEM)
C: -1.50447 0.66019 0.10369  -0.79
N: -0.21986 0.03259 -0.00491  0.54
N: 0.01844 -1.31607 0.25205  -0.67
C: 1.25670 -1.43587 0.19101  -0.03
O: 1.97028 -0.33121 -0.16327  -0.32
C: 1.03500 0.64909 -0.30757  0.52
O: 1.34707 1.75426 -0.63790  -0.56
H: -1.47837 1.70711 0.10214  0.36
H: -2.01008 0.38396 -0.94485  0.27
H: -2.13247 0.24668 0.89619  0.27
H: 1.71776 -2.35073 0.51342  0.43


Formula: C3HIO
Source: OMol25
Level of theory: ωB97M-V with the def2-TZVPD basis set

## Properties
Net charge: 0
HOMO level (spin up / spin down) in eV: -9.640 / -9.637
LUMO energy (spin up / spin down) in eV: -4.125 / -4.123
Orbital gap (spin up / spin down) in eV: 5.51 / 5.51

Each line ends with the Mulliken charge.
CARTESIAN COORDINATES (ANGSTROEM)
C: 0.13045 -0.44426 1.11520  -0.11
C: 0.07722 -0.68985 2.29699  0.32
C: -0.05813 0.29106 -1.49251  -0.37
O: -0.32813 -0.47600 -2.32521  -0.22
I: 0.42486 2.41957 -1.61320  0.25
H: 0.04687 -0.18952 -0.19606  0.12


Formula: C6H15N2
Source: OMol25
Level of theory: ωB97M-V with the def2-TZVPD basis set

## Properties
SMILES: C=C(C)[N@@H+](CC)CN
Net charge: +1
HOMO level in eV: -13.834
LUMO energy in eV: -3.032
Orbital gap in eV: 10.80

Each line ends with the Mulliken charge.
CARTESIAN COORDINATES (ANGSTROEM)
C: -1.69671 -1.04999 -1.03437  -1.02
C: -1.16191 -0.10386 -0.23704  0.58
C: -1.91975 1.09029 0.24397  -1.54
N: 0.15010 -0.24066 0.20432  0.14
C: 1.09751 0.62912 -0.59776  -0.35
C: 1.14575 0.02597 -2.01740  -1.21
C: 0.43578 -0.10491 1.83703  -0.53
N: 1.63543 -0.55519 2.23641  -0.42
H: -1.03677 -1.80179 -1.46446  0.24
H: -2.75623 -1.19003 -1.10448  0.35
H: -2.68511 1.27647 -0.44024  0.51
H: -1.32815 2.02781 0.31828  0.31
H: -2.44850 0.85465 1.20421  0.31
H: 0.36417 -1.24476 0.08319  0.52
H: 0.77315 1.64451 -0.53068  0.35
H: 2.11445 0.54148 -0.22298  0.37
H: 1.36321 -0.97537 -1.92197  0.36
H: 0.07878 0.15211 -2.39098  0.33
H: 1.78988 0.52897 -2.67641  0.43
H: -0.27528 -0.85152 2.36622  0.33
H: 0.14672 0.88467 2.11519  0.41
H: 2.41357 -0.01290 1.89920  0.27
H: 1.79992 -1.52509 2.13074  0.25


Formula: C56H48AsN2P3S5SiV
Source: OMol25
Level of theory: ωB97M-V with the def2-TZVPD basis set

## Properties
Net charge: -1
HOMO level (spin up / spin down) in eV: -4.143 / -4.133
LUMO energy (spin up / spin down) in eV: 2.015 / 2.218
Orbital gap (spin up / spin down) in eV: 6.16 / 6.35
Spin multiplicity: 3

Each line ends with the Mulliken charge.
CARTESIAN COORDINATES (ANGSTROEM)
V: 0.43607 -0.58552 0.21420  -0.96
C: 4.83764 -1.14343 -3.32433  -0.44
C: 4.58662 0.18936 -3.01884  -0.66
C: 3.29992 0.61075 -2.70879  -1.06
C: 2.25618 -0.30480 -2.71160  0.81
C: 2.51416 -1.64820 -2.97554  -0.19
C: 3.79913 -2.06664 -3.28961  -1.01
P: 0.53828 0.14241 -2.27633  2.25
C: -0.31919 -0.13715 -3.93156  0.99
C: 0.39550 -0.45509 -5.08717  -0.71
C: -0.23821 -0.56313 -6.32076  -0.73
C: -1.60237 -0.35756 -6.43140  -0.81
C: -2.32613 -0.02576 -5.29405  -0.44
C: -1.69076 0.08779 -4.06793  -0.41
C: 0.34992 1.96774 -2.20421  -0.14
C: 0.88124 2.77706 -3.20900  -0.44
C: 0.71194 4.14487 -3.15865  -0.90
C: -0.00282 4.71477 -2.10675  -0.75
C: -0.55256 3.91342 -1.12397  -0.09
C: -0.40117 2.52302 -1.15454  0.49
Si: -1.07724 1.29946 0.11579  -0.40
C: -2.07737 1.58610 1.71861  -0.32
C: -3.25669 2.31587 1.84680  -0.07
C: -3.91051 2.42036 3.07085  -0.94
C: -3.38574 1.79913 4.19380  -1.14
C: -2.21714 1.05359 4.08957  -0.33
C: -1.58208 0.92180 2.86256  1.08
P: -0.05743 -0.05778 2.57827  1.30
C: 1.04371 0.19006 4.05445  0.92
C: 1.96598 -0.78132 4.42225  -0.22
C: 2.80103 -0.60161 5.51422  -0.76
C: 2.71463 0.55529 6.27281  -0.63
C: 1.79193 1.52971 5.92044  -0.91
C: 0.97602 1.35306 4.81382  -0.21
C: -0.53854 -1.81759 3.12255  0.64
C: 0.26984 -2.82648 2.59978  1.09
C: 0.14944 -4.15500 2.98516  -0.24
C: -0.81549 -4.51042 3.91782  -1.06
C: -1.64640 -3.52596 4.43934  -0.70
C: -1.50350 -2.19852 4.05281  -0.70
C: -2.61283 0.63568 -0.91063  -0.05
C: -3.56748 1.48528 -1.50306  0.01
C: -4.68585 0.98926 -2.14534  -0.96
C: -4.89694 -0.39000 -2.21761  -1.11
C: -3.98202 -1.24873 -1.64434  -0.05
C: -2.84211 -0.73947 -1.01169  -0.34
P: -1.65057 -1.85764 -0.16614  2.17
C: -2.83931 -2.61057 1.02977  0.78
C: -2.97539 -3.97486 1.24413  -0.61
C: -3.93038 -4.45796 2.13445  -0.67
C: -4.75323 -3.58157 2.82095  -0.76
C: -4.61795 -2.21235 2.61801  -0.67
C: -3.66910 -1.73195 1.73318  0.19
C: -1.28147 -3.19936 -1.36415  1.56
C: -1.58618 -3.10612 -2.71864  -0.94
C: -1.12230 -4.06144 -3.61464  -0.73
C: -0.34767 -5.12163 -3.16690  -0.91
C: -0.03184 -5.22117 -1.81795  -0.81
C: -0.48829 -4.26229 -0.92736  -1.41
H: 5.84255 -1.46616 -3.56740  0.28
H: 5.39471 0.90961 -2.99780  0.42
H: 3.12910 1.63543 -2.39585  0.19
H: 1.71450 -2.38113 -2.92120  0.26
H: 3.98821 -3.11458 -3.48493  0.22
H: 1.46156 -0.61924 -5.04876  0.36
H: 0.35082 -0.80412 -7.19711  0.43
H: -2.09408 -0.44299 -7.39253  0.37
H: -3.39269 0.15268 -5.35321  0.47
H: -2.28191 0.37228 -3.21163  0.26
H: 1.44228 2.33479 -4.02498  0.46
H: 1.15403 4.77212 -3.92236  0.38
H: -0.11252 5.79076 -2.04997  0.37
H: -1.08068 4.37218 -0.29583  0.41
H: -3.68020 2.81472 0.98308  0.34
H: -4.82375 2.99793 3.14886  0.42
H: -3.87878 1.89637 5.15312  0.42
H: -1.79344 0.59795 4.97609  0.58
H: 2.03893 -1.70215 3.85363  0.14
H: 3.52436 -1.36760 5.76802  0.39
H: 3.37136 0.70405 7.12073  0.36
H: 1.72771 2.45068 6.48553  0.39
H: 0.30719 2.14993 4.51774  0.40
H: 1.04107 -2.59298 1.86431  -1.38
H: 0.81117 -4.89562 2.55008  0.45
H: -0.92846 -5.54243 4.22625  0.37
H: -2.41717 -3.79186 5.15268  0.43
H: -2.18013 -1.46498 4.47192  0.21
H: -3.40594 2.55882 -1.48300  0.38
H: -5.40190 1.66705 -2.59527  0.42
H: -5.77337 -0.78444 -2.71670  0.39
H: -4.14922 -2.31986 -1.68742  0.56
H: -2.35575 -4.67987 0.70854  0.24
H: -4.02417 -5.52609 2.28549  0.44
H: -5.49619 -3.96053 3.51171  0.37
H: -5.25055 -1.51256 3.14956  0.48
H: -3.58249 -0.66099 1.58479  0.00
H: -2.17374 -2.27855 -3.09009  0.21
H: -1.35860 -3.96070 -4.66671  0.45
H: 0.02406 -5.85906 -3.86713  0.36
H: 0.60105 -6.02235 -1.45911  0.42
H: -0.18336 -4.32042 0.11170  0.67
S: 4.09457 2.02551 2.92723  -0.51
As: 2.80146 2.14741 1.26490  0.46
S: 2.56464 -0.01318 0.52607  -0.12
S: 0.71450 2.54499 1.83868  -0.17
S: 3.39208 3.30358 -0.39525  -0.50
C: 5.01335 -1.90350 2.48187  -1.08
N: 4.06223 -2.77933 1.80380  -0.06
C: 3.87741 -2.80488 0.47828  0.22
N: 4.82506 -2.22935 -0.29507  -0.34
S: 2.53974 -3.58824 -0.22997  -0.21
H: 4.96235 -2.10853 3.54898  0.33
H: 4.77195 -0.84558 2.33320  0.28
H: 6.02900 -2.11678 2.14817  0.40
H: 3.25711 -3.09252 2.32658  0.27
H: 5.34576 -1.45767 0.09238  0.41
H: 4.54920 -2.10974 -1.26302  -0.07


In the order shown, the computed total energy values come out to -8802.36642; -7224.24017; -10250.06455; -13266.15012; -9437.51326; -238283.96375 eV.
In the order shown, the computed ΔE to the lowest compared entry with this formula, charge and spin values come out to 517.9; 130.3; 212.3; 627.9; 237.2; 188.3 kJ/mol.